Entry w
Molecular formula: C4H6O3S
Method: DFT, wB97M-V/def2-TZVPD

Structure (ORCA input):
```
! RIJCOSX wB97M-V def2-TZVPD def2/J DEFGRID3
* xyz 0 1
C -1.24917 -0.92953 -0.06092
C -0.09954 -0.28756 0.59963
C 0.17266 1.12998 0.15612
C 2.10886 -0.07102 -0.00609
H -2.21494 1.16859 -0.68418
H -1.44476 -1.89105 0.43697
H -0.75673 -1.20725 -1.14656
H -0.09235 -0.53956 1.63446
H -0.14302 1.90355 0.77984
H -0.16202 1.17094 -0.88557
O 1.60872 1.18640 -0.01880
O 3.21470 -0.38814 -0.29800
O 1.04370 -0.97374 0.02861
S -2.98250 0.10922 -0.12261
*
```

Summary:
LUMO energy: 0.47 eV
SMILES: O=C1OC[C@@H](CS)O1
Frontier orbital gap: 10.412 eV

---

Entry x
Molecular formula: C4H6O3S
Method: DFT, wB97M-V/def2-TZVPD

Structure (ORCA input):
```
! RIJCOSX wB97M-V def2-TZVPD def2/J DEFGRID3
* xyz 0 1
C -2.49715 1.03880 0.07536
C -0.85870 -0.60096 0.05390
C 0.62628 -0.90224 0.06753
C 2.74563 0.03480 -0.14841
H -3.10582 0.48581 0.78464
H -2.49398 2.08392 0.32311
H -2.85984 0.78588 -0.94515
H 2.92287 -0.20946 0.90396
H 3.13046 0.96434 -0.45344
H 3.09977 -0.79699 -0.80034
O -1.12601 0.67040 0.24705
O 1.08937 -1.92120 0.47893
O 1.32803 0.13337 -0.35550
S -2.00091 -1.76646 -0.23162
*
```

Summary:
LUMO energy: -0.29 eV
SMILES: COC(=O)C(=S)OC
Frontier orbital gap: 8.794 eV

---

Tell me which of them is the most stable. Sure, it is entry x.

---

Entry w
Molecular formula: C17H20N2O
Method: DFT, wB97M-V/def2-TZVPD

Structure (ORCA input):
```
! RIJCOSX wB97M-V def2-TZVPD def2/J DEFGRID3
* xyz 0 1
C 0.14547 2.88484 0.36121
H 0.17514 3.47421 -0.55217
H -0.03750 3.55355 1.19853
H 1.11582 2.41413 0.50215
C -0.95952 1.83082 0.29004
N -0.80988 0.93210 -0.83378
C -0.29630 -0.32536 -0.79967
O -0.29370 -1.02031 -1.79796
C 0.24622 -0.84316 0.51931
H 1.02590 -1.56802 0.27888
C -0.86771 -1.56595 1.29762
C -0.32681 -2.10419 2.59118
C 0.27788 -3.35394 2.63608
C 0.81184 -3.83648 3.81726
C 0.75095 -3.07249 4.97046
C 0.15308 -1.82469 4.93553
C -0.38027 -1.34449 3.75251
H -0.84990 -0.37021 3.73366
H 0.10050 -1.22421 5.83216
H 1.16622 -3.44897 5.89355
H 1.27599 -4.81165 3.83885
H 0.32557 -3.95246 1.73767
H -1.69280 -0.87725 1.49522
H -1.24689 -2.37986 0.67728
H 0.68824 -0.05399 1.12651
C -1.29328 1.38170 -2.12824
C -0.22792 1.42317 -3.19503
C 1.11651 1.61266 -2.90422
C 2.02441 1.66343 -3.94977
N 1.68478 1.55025 -5.22118
C 0.40528 1.36791 -5.49900
C -0.58409 1.29703 -4.53304
H -1.61412 1.13816 -4.81452
H 0.16488 1.27110 -6.54983
H 3.08082 1.80363 -3.75938
H 1.45846 1.70207 -1.88547
H -2.08854 0.70590 -2.46574
H -1.71657 2.38288 -2.01001
H -0.97787 1.25803 1.21649
H -1.93030 2.33013 0.19690
*
```

Summary:
LUMO energy: 0.64 eV
SMILES: CCN(Cc1ccncc1)C(=O)CCc1ccccc1
Frontier orbital gap: 9.848 eV

---

Entry x
Molecular formula: C17H20N2O
Method: DFT, wB97M-V/def2-TZVPD

Structure (ORCA input):
```
! RIJCOSX wB97M-V def2-TZVPD def2/J DEFGRID3
* xyz 0 1
C 4.23583 0.15465 0.74849
C 2.92658 -0.49978 0.42463
C 2.33478 -0.33589 -0.81881
C 1.13036 -0.93941 -1.14677
C 0.49451 -1.72748 -0.18550
C 1.08541 -1.90905 1.05855
C 2.28960 -1.30542 1.35948
H 2.73534 -1.45289 2.33261
H 0.58532 -2.52304 1.79415
N -0.72971 -2.37820 -0.51074
H -0.96517 -3.05312 0.21957
N -1.84050 -1.50574 -0.57929
C -2.63476 -1.32280 0.49862
O -2.53583 -2.02147 1.48899
C -3.69634 -0.24712 0.34681
H -4.07899 -0.04742 1.34857
H -4.52104 -0.66006 -0.23910
C -3.19187 1.04373 -0.31138
C -1.78696 1.43096 0.08083
C -0.97414 2.08053 -0.84120
C 0.32033 2.44417 -0.51711
C 0.82620 2.15539 0.73749
C 0.02387 1.51669 1.66579
C -1.27486 1.16406 1.34431
H -1.88496 0.67176 2.08518
H 0.40999 1.28886 2.64788
H 1.83911 2.42812 0.99086
H 0.93549 2.94736 -1.24870
H -1.36473 2.31106 -1.82428
H -3.87070 1.85724 -0.03573
H -3.24234 0.95403 -1.40033
H -1.84277 -0.88021 -1.36785
C 0.53802 -0.75347 -2.51159
H 1.32575 -0.61372 -3.24850
H -0.05389 -1.62373 -2.78680
H -0.09692 0.13349 -2.53391
H 2.82706 0.27666 -1.56160
H 4.43138 0.98780 0.07768
H 4.24180 0.51702 1.77459
H 5.04977 -0.56357 0.64413
*
```

Summary:
LUMO energy: 0.80 eV
SMILES: Cc1ccc(NNC(=O)CCc2ccccc2)c(C)c1
Frontier orbital gap: 9.056 eV

---

Tell me which of them is the most stable. Sure, it is entry w.

---

Entry w
Molecular formula: C5H13N3O2
Method: DFT, wB97M-V/def2-TZVPD

Structure (ORCA input):
```
! RIJCOSX wB97M-V def2-TZVPD def2/J DEFGRID3
* xyz 0 1
C -0.50478 -1.14361 3.41689
C 0.28583 -1.44564 2.20714
O 1.49585 -1.46830 2.20858
O -0.39703 -1.61767 1.06361
H -1.42223 -1.72676 3.62063
H -0.74017 -0.06728 3.29912
H 0.09065 -1.21348 4.30832
C -0.38456 1.07983 -0.30954
C -0.48964 2.60519 -0.02234
C 0.43951 -0.40185 -2.10046
N -0.18130 0.77541 -1.73063
N 0.65316 -1.33622 -1.28173
N 0.77233 -0.38594 -3.46840
H 0.48435 0.69513 0.25650
H -1.41248 0.69223 -0.12724
H -1.49368 2.92982 -0.24101
H 0.19674 3.12588 -0.69441
H 0.12383 1.59185 -2.24015
H 0.28631 -1.49925 0.12932
H 1.06737 -2.22871 -1.49270
H -0.06840 -0.49775 -4.02816
H 1.28759 -1.21869 -3.76356
H -0.08922 2.75584 0.99022
*
```

Summary:
LUMO energy: 0.60 eV
SMILES: [H]/N=C(\N)NCC.CC(=O)O
Frontier orbital gap: 9.757 eV

---

Entry x
Molecular formula: C5H13N3O2
Method: DFT, wB97M-V/def2-TZVPD

Structure (ORCA input):
```
! RIJCOSX wB97M-V def2-TZVPD def2/J DEFGRID3
* xyz 0 1
N -1.52779 -0.88567 1.84340
C -1.53743 -0.31357 0.50401
C -2.78930 0.54084 0.30066
C -4.05161 -0.28710 0.15011
O -5.15582 0.59243 0.01245
C -0.26940 0.50664 0.16835
N -0.21631 1.74206 0.92816
C 0.98799 -0.32236 0.31709
N 1.42550 -1.36052 -0.23570
H -0.83864 -1.62929 1.91240
H -1.28480 -0.17704 2.53240
H -1.56852 -1.14997 -0.20926
H -2.90578 1.22840 1.15229
H -2.66574 1.16217 -0.59965
H -3.96608 -0.93786 -0.73798
H -4.18180 -0.93745 1.02950
H -5.97008 0.10136 0.14765
H -0.31310 0.75622 -0.90548
H 0.62698 2.28763 0.79003
H -1.03518 2.33098 0.83173
O 1.93641 -0.08209 1.48671
H 2.33929 -1.55523 0.43609
H 1.48836 0.56975 2.04156
*
```

Summary:
LUMO energy: 0.72 eV
SMILES: [H]/N=C(\O)[C@H](N)[C@@H](N)CCO
Frontier orbital gap: 10.242 eV

---

Entry y
Molecular formula: C5H13N3O2
Method: DFT, wB97M-V/def2-TZVPD

Structure (ORCA input):
```
! RIJCOSX wB97M-V def2-TZVPD def2/J DEFGRID3
* xyz 0 1
C 3.52043 -0.93768 0.82079
C 2.81010 0.40688 1.02963
O 1.49709 0.33761 1.00645
O 3.48114 1.40863 1.17755
H 2.88158 -1.80236 1.01937
H 4.29650 -1.08604 1.57744
H 3.93090 -0.84058 -0.18625
C -1.00380 -0.93224 -0.14195
C -1.46032 -2.19158 -0.88954
C -1.53466 1.45552 -0.27988
N -1.91068 0.17022 -0.41550
N -0.38309 1.83999 0.16045
N -2.45831 2.37198 -0.74405
H -0.95131 -1.18584 0.90364
H -0.02688 -0.66745 -0.51753
H -2.53246 -2.39332 -0.87754
H -0.87709 -3.01254 -0.49773
H -2.87355 -0.04922 -0.40159
H 0.84258 1.01739 0.48716
H -0.25348 2.83266 0.16059
H -3.33132 2.11780 -1.16763
H -2.45752 3.25926 -0.27446
H -1.20587 -2.11908 -1.94943
*
```

Summary:
LUMO energy: 0.47 eV
SMILES: [H]/N=C(\N)NCC.CC(=O)O
Frontier orbital gap: 9.573 eV

---

Tell me which of them is the most stable. Sure, it is entry y.

---

Entry w
Molecular formula: C4H9ClN3
Method: DFT, wB97M-V/def2-TZVPD

Structure (ORCA input):
```
! RIJCOSX wB97M-V def2-TZVPD def2/J DEFGRID3
* xyz 1 1
C 0.93894 0.19618 1.14440
C -0.61169 -0.20556 -0.11050
C 3.15422 1.08948 0.57906
C -2.80802 -0.96050 -0.58895
N 1.80328 0.63109 0.40240
N -1.68872 -0.70834 0.33840
N -0.22345 -0.08077 -1.36125
Cl 0.33254 0.00242 2.74847
H 3.64425 1.36891 -0.36974
H 3.89145 0.37715 1.09322
H 3.18055 1.99498 1.13896
H -3.71827 -1.46430 -0.03965
H -3.15104 -0.08237 -1.03730
H -2.55965 -1.52015 -1.38439
H -1.87536 -0.83719 1.32554
H 0.59780 0.34516 -1.74620
H -0.90683 -0.14620 -2.13246
*
```

Summary:
LUMO energy: -3.33 eV
Frontier orbital gap: 10.596 eV

---

Entry x
Molecular formula: C4H9ClN3
Method: DFT, wB97M-V/def2-TZVPD

Structure (ORCA input):
```
! RIJCOSX wB97M-V def2-TZVPD def2/J DEFGRID3
* xyz 1 1
C -1.51413 0.28445 -0.24665
C -0.91566 -0.42063 -2.51098
C 1.39620 -0.45992 1.48416
C 0.58106 0.84469 -0.97651
N -2.07329 0.29181 0.76652
N -0.63512 0.21730 -1.21970
N 0.31281 -0.17801 2.42288
Cl 0.80401 2.31534 -0.10489
H -2.00392 -0.22340 -2.88016
H -0.17553 -0.00595 -3.22197
H -0.67426 -1.54635 -2.47211
H 2.30636 -0.16571 1.72559
H 1.36970 -1.39512 0.93689
H 1.24359 0.61261 -1.78812
H 0.42352 -0.38566 3.47012
H -0.60565 -0.63504 2.16734
H 0.16030 0.84958 2.44757
*
```

Summary:
LUMO energy (spin up / spin down): -4.04 / -5.01 eV
Frontier orbital gap (spin up / spin down): 9.920 / 6.701 eV

---

Tell me which of them is the most stable. Sure, it is entry w.

---

Entry w
Molecular formula: C8H27O5
Method: DFT, wB97M-V/def2-TZVPD

Structure (ORCA input):
```
! RIJCOSX wB97M-V def2-TZVPD def2/J DEFGRID3
* xyz 1 1
O 1.66321 -0.00774 1.37045
H 1.62352 -0.90265 1.02528
H 1.35719 0.68131 0.77617
H 1.26545 0.04395 2.24265
C -2.41567 4.82456 0.73370
C -1.30214 4.22436 -0.14601
C 0.07941 4.68452 0.22400
O -1.28377 2.85024 0.21548
H -3.41912 4.40725 0.81773
H -2.67628 5.83577 0.42124
H -2.05267 4.83274 1.76144
H -1.58711 4.19857 -1.19778
H 0.29516 5.74595 0.10184
H 0.83490 4.22702 -0.41476
H 0.41260 4.41146 1.22526
H -2.15789 2.57591 -0.07130
C 0.21162 -5.83733 -1.67621
C -0.00326 -4.40863 -1.26079
C -1.47295 -4.03373 -0.80062
O 0.90814 -4.18210 -0.17154
H 1.23143 -5.99899 -2.02544
H -0.49379 -5.97307 -2.49601
H 0.01267 -6.52863 -0.85730
H 0.23828 -3.75286 -2.09727
H -1.52999 -2.94562 -0.77108
H -1.66606 -4.30424 0.23748
H -2.26141 -4.33212 -1.49156
H 1.15921 -5.02206 0.21966
C -1.73105 0.84995 5.21089
O -0.42203 0.49608 5.23532
H -1.83119 1.70530 4.54272
H -2.29135 0.05707 4.71541
H -2.12415 1.11060 6.19356
H -0.34176 -0.14520 5.94519
C 3.44331 0.07555 -4.96651
O 3.46964 0.11526 -3.54090
H 4.04620 0.90366 -5.33914
H 4.01527 -0.78662 -5.30948
H 2.44667 0.07810 -5.40787
H 4.34975 0.22640 -3.17393
*
```

Summary:
LUMO energy: -4.40 eV
Frontier orbital gap: 8.092 eV

---

Entry x
Molecular formula: C8H27O5
Method: DFT, wB97M-V/def2-TZVPD

Structure (ORCA input):
```
! RIJCOSX wB97M-V def2-TZVPD def2/J DEFGRID3
* xyz 1 1
O 46.72700 14.71600 25.78900
H 45.98100 15.27500 25.81100
H 46.68800 14.57600 26.61100
H 47.47000 15.31900 25.29900
C 46.95300 18.67600 25.04300
C 46.26000 18.34700 26.30400
O 46.93400 17.19600 26.90600
H 46.66300 17.97600 24.21200
H 47.96300 18.81200 24.93800
H 46.37600 19.54400 24.67300
H 45.22800 18.04800 26.32300
H 46.28700 19.20100 27.01500
H 47.10900 17.21900 27.84100
C 44.97700 13.74800 28.48300
C 46.33100 13.11300 28.80100
O 47.36900 13.82500 28.19400
H 44.18100 13.32900 28.93600
H 44.73400 13.87400 27.50100
H 44.96400 14.78100 28.53100
H 46.29000 11.97800 28.52800
H 46.42400 13.15000 29.66600
H 48.23000 13.50500 28.67400
C 45.06400 15.16600 22.91300
C 43.84000 15.75100 23.66000
O 44.14400 15.59200 25.10900
H 45.05000 14.08600 22.57100
H 45.98900 15.56600 23.29600
H 45.22800 15.55700 22.12900
H 42.87100 15.22600 23.12300
H 43.92500 16.71300 23.57100
H 43.19100 15.73400 25.37000
C 49.94000 15.57400 26.22700
C 50.05000 16.06900 24.79900
O 48.76100 15.74400 24.21000
H 49.31300 15.71900 27.03600
H 50.92800 15.90200 26.84800
H 49.63400 14.65000 26.19700
H 50.78500 15.27000 24.31400
H 50.34400 17.17400 24.72500
H 48.81700 16.19200 23.43600
*
```

Summary:
LUMO energy: -2.23 eV
Frontier orbital gap: 11.503 eV

---

Tell me which of them is the most stable. Sure, it is entry w.

---

Entry w
Molecular formula: C4H6N2O3
Method: DFT, wB97M-V/def2-TZVPD

Structure (ORCA input):
```
! RIJCOSX wB97M-V def2-TZVPD def2/J DEFGRID3
* xyz 0 1
C 0.52784 0.37501 0.06041
C -2.08418 0.10257 -0.60188
C 0.20134 -0.97316 0.14051
C 1.92320 0.74445 -0.26191
N -0.31213 1.43088 0.25819
N -1.60739 1.12127 0.19402
O -3.18486 -0.37073 -0.51399
O -0.72525 -1.51057 0.98217
O 1.06631 -1.81827 -0.30716
H 2.12961 0.69412 -1.43130
H 2.71141 0.06593 0.28728
H 2.17724 1.80010 -0.00559
H -2.19969 1.99154 0.34060
H -1.51347 -0.89965 0.92983
H 0.89002 -2.75350 -0.07118
*
```

Summary:
LUMO energy (spin up / spin down): -0.52 / -0.23 eV
Frontier orbital gap (spin up / spin down): 6.833 / 8.052 eV

---

Entry x
Molecular formula: C4H6N2O3
Method: DFT, wB97M-V/def2-TZVPD

Structure (ORCA input):
```
! RIJCOSX wB97M-V def2-TZVPD def2/J DEFGRID3
* xyz 0 1
C -0.36795 -1.34051 -0.31614
C 0.22477 -0.00727 -0.32829
C 1.47911 0.20705 0.04894
C 0.47974 2.20546 -0.00055
H -2.36188 -1.69538 -0.10018
H -0.96029 -1.51333 -1.10343
H 0.55571 -2.10702 -0.58542
H 2.37552 -1.66508 -0.07625
H 0.21738 3.13396 0.59231
H -2.25630 0.95705 1.01134
N 1.57353 1.52425 0.40785
N -0.49274 1.15661 -0.39517
O -1.22342 -1.51490 0.71046
O 2.65423 -0.68169 0.11975
O -1.89740 1.34080 0.01480
*
```

Summary:
LUMO energy: -1.00 eV
Frontier orbital gap: 7.749 eV

---

Tell me which of them is the most stable. Sure, it is entry w.